{"formula": "C55H80LiN5O2PS3Sb2Si3", "method": "ωB97M-V with the def2-TZVPD basis set", "symbols": ["Li", "C", "C", "N", "N", "C", "S", "S", "C", "C", "C", "C", "C", "C", "C", "C", "C", "C", "C", "C", "C", "O", "H", "H", "H", "H", "H", "H", "H", "H", "H", "H", "H", "H", "H", "H", "C", "Si", "C", "C", "Sb", "Si", "C", "C", "C", "Si", "C", "C", "C", "H", "H", "H", "H", "H", "H", "H", "H", "H", "H", "H", "H", "H", "H", "H", "H", "H", "H", "H", "H", "H", "H", "H", "H", "H", "H", "H", "S", "Sb", "C", "C", "C", "C", "C", "C", "C", "C", "C", "C", "C", "C", "C", "C", "C", "C", "C", "C", "H", "H", "H", "H", "H", "H", "H", "H", "H", "H", "H", "H", "H", "H", "H", "O", "P", "N", "C", "C", "C", "C", "N", "C", "C", "C", "C", "N", "C", "C", "C", "C", "H", "H", "H", "H", "H", "H", "H", "H", "H", "H", "H", "H", "H", "H", "H", "H", "H", "H", "H", "H", "H", "H", "H", "H"], "xyz": [[0.533, -0.036, 0.376], [4.517, 0.310, 2.049], [2.999, 0.252, 2.045], [2.316, 0.857, 1.124], [3.032, 1.653, 0.273], [2.516, 2.042, -0.825], [1.057, 1.603, -1.612], [3.444, 3.132, -1.859], [5.112, 3.201, -1.092], [5.263, 4.378, -0.197], [6.083, 5.448, -0.535], [6.244, 6.502, 0.348], [5.579, 6.504, 1.561], [4.724, 5.463, 1.879], [4.562, 4.408, 1.004], [2.341, -0.467, 3.109], [3.071, -0.868, 4.242], [2.501, -1.526, 5.307], [1.132, -1.802, 5.284], [0.387, -1.445, 4.196], [0.942, -0.801, 3.050], [0.198, -0.574, 2.047], [4.864, 0.712, 1.101], [4.943, -0.683, 2.184], [4.863, 0.969, 2.844], [5.817, 3.217, -1.920], [5.192, 2.272, -0.532], [6.609, 5.451, -1.480], [6.896, 7.322, 0.085], [5.722, 7.322, 2.252], [4.184, 5.474, 2.815], [3.899, 3.583, 1.232], [4.124, -0.631, 4.307], [3.098, -1.828, 6.159], [0.662, -2.292, 6.128], [-0.677, -1.636, 4.161], [-5.473, -4.448, 0.920], [-3.620, -4.087, 1.328], [-3.434, -4.489, 3.201], [-2.770, -5.627, 0.543], [-2.362, -1.812, 0.848], [-4.181, -0.438, 2.162], [-3.329, 0.071, 3.805], [-4.894, 1.178, 1.421], [-5.803, -1.330, 2.747], [-3.479, -1.677, -1.525], [-5.410, -1.582, -1.507], [-2.895, -0.287, -2.715], [-3.066, -3.265, -2.553], [-5.851, -5.306, 1.467], [-5.589, -4.651, -0.138], [-6.104, -3.602, 1.160], [-3.755, -5.500, 3.438], [-4.006, -3.804, 3.818], [-2.393, -4.397, 3.497], [-3.271, -6.545, 0.835], [-1.738, -5.696, 0.864], [-2.776, -5.579, -0.541], [-2.358, 0.508, 3.595], [-3.171, -0.785, 4.456], [-3.915, 0.804, 4.354], [-4.110, 1.917, 1.331], [-5.681, 1.596, 2.041], [-5.293, 1.025, 0.426], [-5.606, -2.322, 3.135], [-6.518, -1.422, 1.935], [-6.283, -0.758, 3.537], [-5.728, -0.631, -1.094], [-5.816, -2.356, -0.867], [-5.860, -1.686, -2.492], [-3.500, 0.605, -2.593], [-2.926, -0.579, -3.763], [-1.875, 0.000, -2.480], [-3.645, -4.117, -2.215], [-2.012, -3.503, -2.432], [-3.256, -3.134, -3.616], [-1.876, 1.164, 0.105], [-0.957, 3.125, -0.524], [0.175, 3.947, 1.087], [0.744, 5.206, 1.069], [1.074, 5.834, 2.262], [0.816, 5.207, 3.470], [0.311, 3.917, 3.484], [0.000, 3.287, 2.292], [-2.714, 4.350, -0.113], [-3.906, 4.039, -0.749], [-5.079, 4.709, -0.450], [-5.074, 5.707, 0.509], [-3.898, 6.013, 1.169], [-2.730, 5.338, 0.859], [-0.600, 4.111, -2.443], [-1.497, 3.858, -3.469], [-1.353, 4.481, -4.697], [-0.304, 5.360, -4.906], [0.619, 5.578, -3.898], [0.477, 4.952, -2.672], [0.917, 5.719, 0.132], [1.499, 6.830, 2.241], [0.998, 5.728, 4.400], [0.124, 3.412, 4.421], [-0.400, 2.281, 2.297], [-3.924, 3.233, -1.471], [-6.001, 4.447, -0.953], [-5.983, 6.241, 0.749], [-3.891, 6.776, 1.937], [-1.826, 5.578, 1.399], [-2.306, 3.159, -3.306], [-2.059, 4.279, -5.493], [-0.199, 5.867, -5.856], [1.462, 6.236, -4.069], [1.232, 5.102, -1.911], [1.182, -1.615, -0.471], [1.584, -2.671, -1.403], [1.293, -4.225, -0.828], [0.637, -5.331, -1.492], [0.789, -6.508, -0.513], [1.197, -5.860, 0.821], [0.987, -4.364, 0.585], [0.835, -2.498, -2.880], [0.761, -3.368, -4.040], [0.224, -2.446, -5.132], [0.947, -1.137, -4.847], [0.959, -1.101, -3.325], [3.249, -2.570, -1.691], [4.099, -2.086, -0.621], [4.720, -3.358, -0.050], [4.987, -4.191, -1.306], [3.928, -3.695, -2.313], [1.119, -5.548, -2.446], [-0.426, -5.124, -1.667], [1.551, -7.206, -0.858], [-0.150, -7.050, -0.425], [2.246, -6.060, 1.039], [0.601, -6.223, 1.654], [1.640, -3.726, 1.178], [-0.049, -4.068, 0.800], [0.082, -4.205, -3.865], [1.742, -3.762, -4.338], [-0.846, -2.307, -4.980], [0.399, -2.831, -6.135], [0.439, -0.266, -5.256], [1.967, -1.157, -5.233], [0.111, -0.538, -2.938], [1.869, -0.648, -2.927], [3.501, -1.527, 0.096], [4.874, -1.433, -1.042], [3.977, -3.855, 0.574], [5.619, -3.177, 0.537], [4.887, -5.259, -1.120], [5.992, -4.004, -1.689], [3.209, -4.478, -2.552], [4.406, -3.367, -3.243]], "forces_ev_per_angstrom": [[0.115, 0.215, -0.074], [-0.189, 0.190, -0.211], [0.626, 0.526, -0.479], [-0.789, -0.378, -0.161], [0.919, 0.414, 0.090], [0.452, -0.184, 0.118], [-0.340, -0.159, 0.148], [0.490, 0.136, -0.301], [-0.725, -0.129, -0.272], [0.150, 0.148, 0.103], [-0.019, -0.165, 0.095], [0.051, 0.138, -0.017], [0.035, 0.192, 0.038], [-0.038, 0.012, 0.096], [0.016, -0.053, 0.088], [-0.358, -0.511, 0.325], [0.031, 0.018, -0.021], [0.265, -0.060, 0.224], [-0.065, 0.038, -0.108], [-0.210, -0.044, 0.128], [-0.114, 0.050, -0.226], [-0.121, 0.042, 0.608], [0.021, -0.014, 0.104], [-0.024, -0.040, 0.174], [0.129, -0.041, 0.089], [0.081, -0.020, 0.010], [0.137, -0.075, -0.028], [0.051, -0.049, -0.087], [0.083, 0.123, -0.015], [-0.005, 0.088, 0.060], [-0.062, -0.026, 0.072], [-0.028, -0.005, 0.055], [0.088, -0.002, -0.066], [0.078, 0.081, -0.001], [-0.028, -0.048, 0.029], [-0.094, -0.060, -0.029], [0.602, 0.624, -0.016], [-0.371, -1.237, 0.448], [0.023, 0.483, -0.543], [-0.021, 0.770, -0.003], [-1.064, -0.635, -0.353], [-0.941, 0.719, 1.034], [-0.030, -0.269, -0.654], [0.541, -0.499, -0.045], [0.805, -0.054, -0.476], [-0.690, -0.236, -1.229], [0.816, 0.029, 0.283], [0.077, -0.210, 0.556], [-0.003, 0.412, 0.699], [0.142, -0.236, 0.203], [-0.006, -0.050, -0.297], [-0.210, 0.190, 0.058], [-0.135, -0.221, -0.121], [-0.117, 0.170, 0.177], [0.266, 0.050, 0.070], [-0.234, -0.098, 0.179], [0.325, -0.033, 0.092], [0.029, 0.011, -0.307], [0.266, 0.077, -0.054], [0.038, -0.187, 0.074], [-0.234, 0.094, -0.031], [0.150, 0.179, -0.021], [-0.215, -0.177, 0.305], [-0.125, -0.042, -0.284], [-0.013, -0.268, 0.109], [-0.110, -0.041, -0.221], [0.089, 0.278, 0.141], [-0.071, 0.255, 0.081], [-0.109, -0.226, 0.144], [0.116, -0.023, -0.253], [-0.129, 0.194, 0.102], [-0.175, -0.300, -0.075], [0.174, 0.085, 0.044], [-0.115, -0.246, 0.127], [0.282, -0.093, -0.003], [-0.113, 0.211, -0.100], [0.050, -0.214, -0.206], [0.279, 1.223, -0.266], [-0.155, -0.235, -0.421], [0.148, 0.202, -0.188], [0.044, 0.182, -0.036], [0.064, 0.059, 0.055], [-0.008, 0.039, 0.131], [-0.062, -0.313, 0.070], [0.288, -0.195, 0.069], [-0.037, -0.166, -0.214], [-0.142, 0.021, -0.082], [-0.082, 0.095, 0.053], [-0.090, 0.165, 0.121], [0.220, 0.092, 0.112], [-0.259, -0.413, 0.531], [-0.164, -0.088, 0.141], [-0.051, 0.004, -0.149], [-0.021, 0.003, -0.139], [0.114, 0.139, 0.006], [0.091, 0.038, 0.256], [-0.046, 0.087, 0.009], [0.019, 0.000, 0.012], [0.109, -0.004, 0.053], [0.038, -0.060, 0.051], [-0.095, -0.107, 0.025], [-0.085, -0.106, -0.083], [-0.023, -0.031, -0.046], [-0.097, 0.008, 0.022], [0.007, 0.040, 0.027], [0.068, 0.066, 0.064], [-0.138, -0.009, -0.074], [-0.027, -0.008, 0.001], [0.019, -0.015, -0.051], [0.010, 0.012, 0.022], [0.017, -0.003, -0.002], [-0.068, 0.172, 0.291], [0.412, -1.059, -0.832], [0.076, 0.703, -0.413], [-0.042, -0.243, -0.416], [-0.002, -0.003, 0.009], [-0.045, 0.130, 0.038], [0.084, 0.017, 0.536], [0.226, -0.203, 0.550], [-0.143, -0.441, -0.253], [0.144, 0.001, -0.020], [-0.032, -0.104, 0.138], [-0.080, 0.591, 0.024], [-0.873, 0.225, 0.047], [0.148, 0.201, 0.375], [0.060, 0.058, -0.044], [-0.030, -0.038, 0.082], [0.023, -0.127, -0.429], [-0.113, 0.008, -0.050], [0.000, 0.007, -0.066], [-0.016, -0.024, -0.010], [-0.021, -0.055, -0.025], [0.018, 0.024, 0.021], [-0.019, -0.027, 0.124], [-0.048, 0.013, 0.152], [0.077, 0.014, 0.009], [0.097, 0.001, -0.008], [0.016, -0.055, -0.003], [-0.145, -0.034, -0.039], [-0.041, -0.084, -0.023], [0.025, 0.052, -0.056], [0.034, -0.049, -0.077], [0.119, 0.048, -0.013], [-0.117, 0.088, -0.078], [0.132, 0.127, -0.022], [-0.010, 0.067, 0.095], [0.014, -0.036, 0.134], [0.005, -0.001, 0.077], [0.069, -0.050, -0.004], [-0.015, -0.021, 0.011], [0.015, -0.074, -0.091], [-0.054, -0.120, -0.011]], "lowdin_charge": [0.3772, -0.0361, -0.2759, 0.0192, -0.0980, -1.0781, 0.5438, 0.8959, -0.4030, -0.3027, -0.0554, -0.1034, -0.1069, -0.0850, -0.0405, -0.1161, -0.0709, -0.1381, -0.1190, -0.0324, -0.3938, -0.2937, 0.0467, 0.0746, 0.0847, 0.0687, 0.0604, 0.1047, 0.0935, 0.0932, 0.0973, 0.0981, 0.0915, 0.0811, 0.0925, 0.0890, -0.2286, 0.3422, -0.2394, -0.2307, 0.8607, 0.3559, -0.2288, -0.2556, -0.2281, 0.3614, -0.2137, -0.2554, -0.2280, 0.0216, 0.0098, -0.0142, 0.0185, -0.0002, 0.0128, 0.0260, -0.0105, 0.0000, 0.0066, 0.0133, 0.0222, -0.0423, 0.0273, 0.0030, -0.0136, 0.0107, 0.0207, -0.0007, -0.0123, 0.0217, 0.0015, 0.0208, -0.0398, 0.0004, -0.0115, 0.0178, 0.0599, 1.1412, -0.3378, -0.1256, -0.1039, -0.0945, -0.0673, -0.1233, -0.3234, -0.1545, -0.0975, -0.1070, -0.0961, -0.1100, -0.3412, -0.1272, -0.0924, -0.1021, -0.0886, -0.1468, 0.0924, 0.1020, 0.0974, 0.1063, 0.0673, 0.0807, 0.0984, 0.0932, 0.0967, 0.0825, 0.0881, 0.0989, 0.0952, 0.1023, 0.0620, -0.3242, 0.5965, -0.1809, -0.2076, -0.1565, -0.1587, -0.2010, -0.1593, -0.2155, -0.1671, -0.1516, -0.2537, -0.1852, -0.1983, -0.1626, -0.1604, -0.2034, 0.0959, 0.0998, 0.0998, 0.0943, 0.1011, 0.1019, 0.1149, 0.0843, 0.0953, 0.1089, 0.1031, 0.1077, 0.1128, 0.1115, 0.0531, 0.0733, 0.0921, 0.1253, 0.0978, 0.1063, 0.0997, 0.1017, 0.0870, 0.1113], "homo_lumo_gap_ev": 6.44, "e_tot_ha": -5460.74789, "charge": -1}